10 unconnected molecules or ions with the total composition C39H80Cl2N11O10. Source: the OMol25 dataset; level of theory: ωB97M-V/def2-TZVPD.

Geometry (Å):
C  -0.239  -2.642  -1.349
C  0.934  -1.843  -2.105
C  1.905  -1.380  -0.997
C  3.142  -2.123  -0.781
Cl  3.582  -3.532  -1.755
N  4.000  -1.742  0.149
N  3.680  -0.689  0.846
C  4.725  -0.297  1.845
C  4.462  -0.880  3.285
C  3.129  -1.673  3.456
Cl  3.165  -2.569  5.038
C  2.583  0.101  0.827
C  2.332  1.307  1.765
C  1.556  -0.239  -0.179
C  0.240  0.541  -0.353
C  0.232  1.278  -1.741
O  1.257  1.371  -2.364
H  -1.176  -2.048  -1.280
H  -0.368  -3.627  -1.856
H  0.134  -2.887  -0.320
H  1.390  -2.559  -2.819
H  0.531  -0.992  -2.694
H  5.705  -0.714  1.506
H  4.887  0.808  1.843
H  5.293  -1.592  3.528
H  4.534  -0.082  4.064
H  2.318  -0.916  3.596
H  2.843  -2.323  2.604
H  3.229  1.935  1.939
H  1.890  0.911  2.718
H  1.562  1.979  1.313
H  -0.576  -0.232  -0.422
H  -0.034  1.194  0.501
H  -0.697  1.700  -2.211
C  -4.732  -3.038  -2.209
C  -4.189  -2.272  -1.031
O  -3.157  -1.606  -1.107
N  -4.874  -2.334  0.132
C  -6.102  -3.059  0.418
H  -4.077  -2.891  -3.065
H  -4.770  -4.104  -1.979
H  -5.728  -2.674  -2.468
H  -4.452  -1.797  0.874
H  -6.857  -2.342  0.742
H  -5.909  -3.760  1.227
H  -6.467  -3.600  -0.450
C  3.282  -8.174  6.433
C  3.005  -6.762  5.980
O  2.098  -6.494  5.207
N  3.805  -5.773  6.463
C  4.922  -5.887  7.379
H  2.565  -8.846  5.966
H  4.287  -8.476  6.133
H  3.174  -8.251  7.516
H  3.559  -4.857  6.116
H  4.713  -5.278  8.261
H  5.817  -5.501  6.888
H  5.094  -6.914  7.685
C  2.016  4.333  -2.934
C  1.709  5.742  -3.376
O  0.777  5.995  -4.127
N  2.502  6.741  -2.917
C  3.642  6.647  -2.031
H  1.300  3.651  -3.383
H  3.018  4.046  -3.260
H  1.936  4.254  -1.848
H  2.233  7.653  -3.259
H  3.446  7.255  -1.145
H  4.516  7.048  -2.547
H  3.839  5.623  -1.728
C  2.763  9.711  -7.755
C  2.383  8.642  -6.763
O  3.148  8.276  -5.872
N  1.159  8.079  -6.875
C  0.123  8.367  -7.847
H  3.769  10.062  -7.536
H  2.750  9.307  -8.768
H  2.077  10.557  -7.678
H  0.978  7.371  -6.175
H  -0.773  8.691  -7.314
H  -0.100  7.450  -8.394
H  0.425  9.141  -8.548
C  -8.032  -4.695  5.161
C  -7.796  -4.005  3.844
O  -7.164  -4.533  2.937
N  -8.312  -2.758  3.682
C  -9.082  -1.976  4.630
H  -7.563  -5.677  5.141
H  -7.589  -4.117  5.974
H  -9.103  -4.826  5.331
H  -8.116  -2.359  2.778
H  -10.052  -1.746  4.186
H  -8.552  -1.041  4.823
H  -9.232  -2.504  5.567
C  1.272  0.552  7.382
C  1.479  1.233  6.056
O  2.127  0.710  5.152
N  0.926  2.458  5.879
C  0.135  3.231  6.819
H  1.771  -0.414  7.370
H  1.699  1.154  8.185
H  0.207  0.390  7.560
H  1.107  2.851  4.968
H  -0.842  3.425  6.375
H  0.639  4.183  6.996
H  0.004  2.712  7.764
C  3.211  5.411  -7.997
C  2.118  4.776  -8.819
O  1.140  5.407  -9.204
N  2.249  3.462  -9.126
C  3.330  2.566  -8.757
H  2.972  6.458  -7.830
H  3.288  4.915  -7.028
H  4.162  5.354  -8.530
H  1.486  3.099  -9.677
H  3.782  2.172  -9.671
H  2.913  1.740  -8.181
H  4.086  3.065  -8.169
C  5.529  2.192  -4.124
C  5.527  2.790  -5.508
O  4.838  2.334  -6.412
N  6.321  3.868  -5.734
C  7.200  4.548  -4.802
H  4.848  1.343  -4.100
H  6.530  1.841  -3.866
H  5.189  2.929  -3.394
H  6.267  4.213  -6.681
H  6.886  5.590  -4.727
H  8.218  4.512  -5.195
H  7.178  4.093  -3.816
C  -11.766  -9.026  5.870
C  -10.729  -7.967  5.595
O  -10.768  -6.867  6.128
N  -9.729  -8.269  4.724
C  -9.513  -9.505  3.999
H  -12.493  -8.639  6.580
H  -12.288  -9.290  4.949
H  -11.296  -9.910  6.302
H  -9.074  -7.514  4.590
H  -8.535  -9.903  4.273
H  -9.520  -9.288  2.929
H  -10.277  -10.245  4.220

Calculated values
E_tot ... -103647.60348 eV
Orbital gap ... 6.386 eV
LUMO energy ... -0.136 Eh
Charge ... +1

---

4 unconnected molecules or ions with the total composition C39H81FIN7O8P. Source: the OMol25 dataset; level of theory: ωB97M-V/def2-TZVPD.

Geometry (Å):
C  3.560  0.773  -5.823
C  3.991  -0.694  -6.002
C  4.923  -1.178  -4.893
N  4.294  -1.205  -3.565
C  4.099  -2.508  -2.942
N  2.787  -3.064  -3.198
F  2.560  -3.221  -4.547
C  1.633  -2.473  -2.509
C  0.739  -3.655  -2.023
C  -0.743  -3.599  -2.390
C  -1.045  -3.517  -3.864
O  -0.224  -3.268  -4.722
N  -2.442  -3.698  -4.237
C  -3.094  -2.402  -4.040
C  -3.733  -2.122  -2.860
C  -4.293  -0.882  -2.697
C  -4.182  0.019  -3.708
C  -3.563  -0.261  -4.880
C  -2.999  -1.499  -5.057
C  2.112  -1.569  -1.362
P  0.570  -1.014  -0.432
C  0.964  0.457  0.620
C  -0.477  -0.206  -1.727
N  3.153  -2.311  -0.579
C  3.299  -1.711  0.774
O  4.403  -2.139  1.486
C  4.514  -1.484  2.757
C  4.143  -2.388  3.920
C  4.372  -1.593  5.228
C  4.402  -2.605  -1.393
C  4.701  -4.145  -1.286
C  4.945  -4.821  0.067
N  5.260  -6.272  -0.280
N  6.093  -4.414  0.822
N  3.732  -4.932  0.870
C  5.627  -1.735  -1.064
I  7.325  -2.174  -2.362
C  5.381  -0.205  -0.940
C  6.554  0.721  -1.245
H  2.595  0.804  -5.314
H  4.285  1.292  -5.192
H  3.501  1.309  -6.765
H  4.588  -0.746  -6.915
H  3.148  -1.366  -6.160
H  5.739  -0.449  -4.866
H  5.361  -2.123  -5.214
H  3.442  -0.663  -3.630
H  4.786  -3.179  -3.445
H  1.118  -1.833  -3.226
H  0.804  -3.765  -0.936
H  1.160  -4.569  -2.435
H  -1.250  -2.825  -1.819
H  -1.200  -4.527  -2.029
H  -2.873  -4.383  -3.623
H  -3.752  -2.894  -2.103
H  -4.773  -0.651  -1.758
H  -4.612  1.005  -3.545
H  -3.463  0.458  -5.679
H  -2.487  -1.777  -5.963
H  2.601  -0.668  -1.733
H  1.667  1.093  0.073
H  0.061  1.016  0.841
H  1.483  0.162  1.526
H  -1.417  -0.015  -1.209
H  -0.092  0.765  -2.037
H  -0.714  -0.862  -2.557
H  2.718  -3.232  -0.442
H  2.408  -1.989  1.345
H  3.361  -0.629  0.647
H  3.860  -0.605  2.780
H  5.541  -1.134  2.859
H  4.765  -3.278  3.914
H  3.089  -2.647  3.828
H  4.787  -0.615  4.967
H  5.104  -2.071  5.870
H  3.447  -1.388  5.757
H  3.843  -4.656  -1.732
H  5.533  -4.398  -1.929
H  6.053  -6.305  -0.917
H  4.469  -6.676  -0.779
H  6.813  -3.953  0.290
H  5.884  -3.978  1.704
H  3.035  -5.386  0.290
H  3.931  -5.564  1.639
H  6.042  -2.032  -0.113
H  5.143  -0.028  0.113
H  4.536  0.148  -1.522
H  6.724  0.857  -2.308
H  7.463  0.455  -0.714
H  6.276  1.708  -0.866
C  -4.314  4.190  -3.725
O  -5.387  3.647  -2.974
C  -5.381  4.088  -1.621
C  -6.385  5.194  -1.386
O  -6.025  6.380  -2.082
C  -6.764  6.569  -3.278
H  -4.513  4.004  -4.780
H  -4.214  5.266  -3.570
H  -3.378  3.689  -3.449
H  -4.377  4.407  -1.324
H  -5.659  3.227  -1.004
H  -6.393  5.439  -0.319
H  -7.392  4.871  -1.663
H  -7.783  6.897  -3.047
H  -6.803  5.658  -3.879
H  -6.269  7.349  -3.854
C  -10.940  3.822  0.103
O  -9.778  4.631  0.003
C  -10.077  6.022  0.019
C  -9.812  6.631  1.379
O  -10.702  6.127  2.362
C  -10.120  5.132  3.185
H  -10.619  2.804  0.320
H  -11.601  4.161  0.903
H  -11.484  3.824  -0.847
H  -11.110  6.200  -0.291
H  -9.419  6.500  -0.715
H  -9.981  7.711  1.317
H  -8.771  6.469  1.677
H  -9.432  5.590  3.904
H  -9.586  4.380  2.598
H  -10.923  4.643  3.734
C  1.455  -1.037  8.413
O  2.649  -0.289  8.251
C  2.453  1.107  8.442
C  2.911  1.556  9.813
O  2.104  1.003  10.840
C  2.706  -0.104  11.490
H  1.728  -2.089  8.485
H  0.917  -0.751  9.319
H  0.802  -0.902  7.543
H  1.405  1.376  8.279
H  3.055  1.622  7.686
H  2.810  2.644  9.876
H  3.964  1.304  9.969
H  3.498  0.238  12.164
H  3.120  -0.820  10.776
H  1.938  -0.602  12.079

Calculated values
E_tot ... -88661.21748 eV
Orbital gap ... 8.339 eV
LUMO energy ... -0.076 Eh
Charge ... +1

---

7 unconnected molecules or ions with the total composition C39H83N4O9. Source: the OMol25 dataset; level of theory: ωB97M-V/def2-TZVPD.

Geometry (Å):
C  -3.774  0.469  3.806
C  -3.283  -0.111  2.472
C  -4.427  -0.610  1.619
N  -4.012  -0.988  0.224
C  -3.575  0.255  -0.556
C  -3.477  0.050  -2.061
C  -4.666  -0.669  -2.616
C  -5.007  -1.965  -1.891
C  -5.161  -1.733  -0.413
C  -2.822  -1.868  0.226
H  -3.174  0.065  4.620
H  -4.773  0.107  4.063
H  -3.744  1.551  3.907
H  -2.607  -0.905  2.811
H  -2.571  0.516  1.929
H  -5.176  0.181  1.605
H  -4.851  -1.557  1.957
H  -4.376  0.969  -0.343
H  -2.632  0.622  -0.156
H  -3.150  0.945  -2.582
H  -2.627  -0.643  -2.169
H  -5.545  -0.045  -2.823
H  -4.472  -0.973  -3.655
H  -5.937  -2.237  -2.396
H  -4.337  -2.777  -2.178
H  -6.089  -1.209  -0.190
H  -5.193  -2.693  0.106
H  -2.962  -2.684  0.940
H  -1.956  -1.316  0.579
H  -2.685  -2.276  -0.767
C  0.148  -2.220  2.779
C  0.853  -3.242  1.864
C  0.204  -3.271  0.504
N  0.823  -4.281  -0.430
C  0.972  -5.646  0.138
C  1.281  -6.753  -0.849
C  0.298  -6.753  -2.000
C  0.217  -5.399  -2.670
C  0.031  -4.239  -1.740
C  2.168  -3.724  -0.860
H  -0.368  -1.462  2.177
H  0.916  -1.715  3.357
H  -0.597  -2.743  3.378
H  0.805  -4.218  2.364
H  1.935  -3.080  1.890
H  0.474  -2.312  0.065
H  -0.858  -3.493  0.458
H  0.077  -5.887  0.717
H  1.780  -5.564  0.866
H  1.292  -7.697  -0.308
H  2.305  -6.618  -1.207
H  -0.683  -7.115  -1.648
H  0.560  -7.546  -2.703
H  -0.511  -5.374  -3.479
H  1.176  -5.326  -3.202
H  -1.002  -4.294  -1.357
H  0.184  -3.257  -2.173
H  2.062  -2.787  -1.394
H  2.576  -4.408  -1.602
H  2.858  -3.659  -0.020
C  -2.493  4.089  0.321
C  -1.252  4.517  -0.485
C  -1.124  3.549  -1.619
N  0.018  3.808  -2.553
C  1.308  3.875  -1.718
C  2.573  3.890  -2.551
C  2.609  2.726  -3.527
C  1.362  2.714  -4.399
C  0.127  2.694  -3.542
C  -0.112  5.091  -3.263
H  -2.370  3.040  0.621
H  -3.422  4.173  -0.243
H  -2.568  4.614  1.272
H  -0.455  4.476  0.253
H  -1.432  5.542  -0.810
H  -2.004  3.486  -2.263
H  -0.959  2.535  -1.245
H  1.289  3.136  -0.917
H  1.127  4.842  -1.245
H  3.422  3.909  -1.865
H  2.639  4.856  -3.060
H  2.691  1.806  -2.942
H  3.489  2.831  -4.160
H  1.437  1.932  -5.161
H  1.351  3.643  -4.989
H  0.072  1.787  -2.927
H  -0.762  2.585  -4.172
H  -1.057  5.140  -3.806
H  0.705  5.261  -3.946
H  -0.207  5.886  -2.526
C  -0.397  0.374  5.310
C  0.132  1.559  4.532
C  1.301  1.085  3.698
N  2.236  2.125  3.171
C  1.531  3.104  2.262
C  2.499  4.026  1.569
C  3.508  3.231  0.741
C  4.237  2.194  1.574
C  3.277  1.329  2.396
C  2.916  2.864  4.250
H  -1.242  0.633  5.948
H  0.405  -0.012  5.940
H  -0.755  -0.439  4.677
H  0.419  2.371  5.202
H  -0.615  2.003  3.866
H  0.979  0.562  2.798
H  1.954  0.424  4.270
H  0.979  2.453  1.575
H  0.821  3.641  2.891
H  1.993  4.631  0.810
H  2.968  4.712  2.271
H  3.086  2.639  -0.078
H  4.165  3.948  0.243
H  4.721  1.452  0.935
H  5.000  2.571  2.260
H  2.682  0.756  1.687
H  3.799  0.717  3.123
H  2.189  3.445  4.811
H  3.653  3.560  3.864
H  3.461  2.168  4.884
O  0.988  -2.332  -4.000
C  1.087  -2.784  -5.368
O  1.214  -1.804  -6.182
O  0.994  -3.984  -5.593
H  1.083  -1.392  -4.260
O  3.984  -1.469  0.154
C  4.243  -2.253  1.281
O  4.878  -3.304  1.107
O  3.766  -1.800  2.386
H  3.409  -0.765  0.482
O  0.208  -0.384  -1.420
C  0.596  0.392  -0.268
O  1.847  0.566  -0.261
O  -0.313  0.901  0.464
H  1.196  -0.531  -1.526

Calculated values
E_tot ... -66170.32179 eV
Orbital gap ... 6.257 eV
LUMO energy ... -0.087 Eh
Charge ... +1
Energy relative to the best compared isomer or geometry (same formula, charge and spin) ... 0.621 eV